1.
ORCA calculation (ωB97M-V with the def2-TZVPD basis set) on C12H28FN2O11S4 as an isolated structure.

The HOMO energy is -6.464 eV. Its net charge is -1. Its HOMO-LUMO gap is 8.45 eV.

Each line ends with the natural charge from an NBO analysis.
CARTESIAN COORDINATES (ANGSTROEM)
C  1.831  -5.105  -1.774  -0.73
C  0.992  -4.871  -3.000  0.69
O  -0.122  -5.368  -3.099  -0.61
N  1.494  -4.060  -4.030  -0.63
C  2.642  -3.196  -3.691  -0.25
C  2.972  -2.206  -4.808  -0.39
C  3.520  -0.909  -4.193  -0.41
C  4.855  -1.142  -3.501  -0.68
S  5.367  0.129  -2.362  2.32
O  6.726  -0.219  -2.010  -0.98
O  5.226  1.396  -3.033  -0.97
N  4.508  -0.047  -1.004  -1.22
S  2.952  0.158  -1.067  2.51
O  2.445  1.218  -1.880  -0.94
O  2.206  -1.072  -1.098  -0.99
F  2.744  0.651  0.420  -0.51
H  1.965  -4.150  -1.267  0.25
H  1.297  -5.757  -1.100  0.24
H  2.824  -5.472  -2.007  0.23
H  0.717  -3.446  -4.253  0.38
H  2.428  -2.607  -2.802  0.22
H  3.515  -3.796  -3.458  0.19
H  3.671  -2.607  -5.537  0.20
H  2.035  -1.946  -5.296  0.20
H  3.655  -0.175  -4.981  0.22
H  2.748  -0.535  -3.534  0.23
H  4.934  -2.087  -2.976  0.23
H  5.630  -1.140  -4.262  0.23
O  0.310  -0.877  5.207  -0.94
S  -0.801  -0.050  4.853  2.40
O  -1.988  -0.636  4.304  -0.96
O  -0.309  1.123  3.919  -0.73
C  0.438  0.790  2.715  -0.08
C  -0.449  0.265  1.607  -0.65
C  -1.257  0.948  6.230  -0.89
H  1.234  0.086  2.959  0.20
H  0.910  1.719  2.406  0.21
H  -0.872  -0.707  1.864  0.21
H  0.132  0.152  0.693  0.25
H  -1.278  0.950  1.423  0.22
H  -0.365  1.420  6.631  0.25
H  -1.706  0.288  6.969  0.24
H  -1.979  1.691  5.898  0.25
O  -4.212  3.475  3.416  -0.95
S  -4.538  2.717  2.247  2.39
O  -3.584  2.554  1.197  -0.93
O  -5.891  3.295  1.635  -0.72
C  -5.944  4.709  1.357  -0.08
C  -5.180  5.086  0.102  -0.64
C  -5.145  1.136  2.719  -0.89
H  -5.585  5.265  2.225  0.20
H  -7.001  4.935  1.236  0.19
H  -4.110  4.936  0.228  0.23
H  -5.352  6.136  -0.136  0.21
H  -5.501  4.473  -0.739  0.22
H  -5.896  1.265  3.494  0.24
H  -4.294  0.572  3.100  0.28
H  -5.562  0.647  1.844  0.25

***

2.
ORCA calculation (ωB97M-V with the def2-TZVPD basis set) on C12H28IN2NiO2Se2 as an isolated structure.

The HOMO energy (alpha / beta) is -3.354 / -3.404 eV. As for the spin multiplicity: 3. Its energy above the lowest of the compared OMol25 structures with the same formula, charge and spin is 198.4 kJ/mol. Its net charge is -1. Its HOMO-LUMO gap (alpha / beta) is 5.68 / 5.72 eV.

Each line ends with the Mulliken spin population.
CARTESIAN COORDINATES (ANGSTROEM)
Ni  -0.824  0.327  0.116  0.94
O  -1.224  -4.719  -2.427  0.02
C  -1.294  -3.762  -3.509  0.09
C  -1.367  -2.316  -2.982  -0.08
C  -0.092  -1.972  -2.208  0.06
O  0.095  -2.753  -1.023  0.00
C  -2.638  -2.196  -2.127  0.02
Se  -3.028  -0.459  -1.276  0.03
C  -1.441  -1.459  -4.208  0.86
Se  -2.015  1.129  -2.693  0.08
H  -1.106  -5.594  -2.807  0.00
H  -2.180  -3.963  -4.117  -0.01
H  -0.406  -3.852  -4.141  -0.01
H  -0.130  -0.929  -1.896  -0.03
H  0.764  -2.089  -2.883  0.01
H  -0.106  -3.669  -1.254  0.00
H  -2.613  -2.908  -1.302  0.00
H  -3.496  -2.443  -2.754  0.00
H  -2.390  -1.358  -4.718  -0.01
H  -0.602  -0.876  -4.566  0.01
C  -1.850  -2.147  1.588  -0.01
N  -1.042  -0.950  1.819  0.01
C  -1.649  -0.155  2.887  0.00
C  0.329  -1.357  2.159  -0.01
C  1.283  -0.176  2.169  0.00
N  1.251  0.514  0.885  0.06
C  1.624  1.918  1.000  -0.01
C  2.095  -0.148  -0.110  -0.01
H  -1.895  -2.773  2.492  0.00
H  -1.407  -2.709  0.767  0.00
H  -2.862  -1.853  1.309  0.00
H  -1.663  -0.711  3.838  0.00
H  -2.672  0.090  2.605  0.00
H  -1.111  0.781  3.025  0.00
H  0.640  -2.076  1.401  0.00
H  0.347  -1.862  3.138  0.00
H  2.297  -0.529  2.416  0.00
H  0.999  0.533  2.947  0.00
H  2.664  2.036  1.343  0.00
H  0.957  2.420  1.702  0.00
H  1.512  2.393  0.027  0.00
H  3.156  -0.096  0.182  0.00
H  1.964  0.344  -1.072  0.00
H  1.803  -1.191  -0.222  0.00
I  0.634  1.889  -5.148  0.00
C  -0.688  1.663  -1.382  0.00
H  -0.905  2.707  -1.143  0.00
H  0.245  1.661  -1.957  0.00

***

3.
ORCA calculation (ωB97M-V with the def2-TZVPD basis set) on a 2-piece molecular cluster, C12H28N2O overall.

The HOMO energy is -4.699 eV. Its energy above the lowest of the compared OMol25 structures with the same formula, charge and spin is 0.0 kJ/mol. Its net charge is 0. Its HOMO-LUMO gap is 3.32 eV.

Each line ends with the natural charge from an NBO analysis.
CARTESIAN COORDINATES (ANGSTROEM)
N  2.377  -3.154  0.567  -0.84
C  2.753  -2.085  1.548  -0.22
C  3.274  -0.851  0.739  -0.42
C  2.251  0.314  0.549  -0.42
C  0.993  -0.018  -0.295  -0.44
C  -0.102  -0.851  0.437  -0.39
C  -1.568  -0.426  0.018  -0.24
C  -2.273  0.033  1.352  -0.43
C  -3.836  0.116  1.284  -0.24
N  -4.429  -0.647  0.147  -0.50
C  -3.721  -1.930  -0.112  -0.23
C  -2.328  -1.590  -0.737  -0.42
H  2.267  -2.736  -0.352  0.35
H  1.455  -3.519  0.788  0.34
H  1.892  -1.826  2.205  0.16
H  3.518  -2.537  2.208  0.18
H  3.729  -1.185  -0.218  0.20
H  4.124  -0.432  1.327  0.21
H  1.967  0.801  1.505  0.20
H  2.779  1.108  -0.025  0.29
H  1.251  -0.447  -1.288  0.20
H  0.537  0.976  -0.524  0.28
H  0.000  -0.838  1.543  0.20
H  0.008  -1.923  0.153  0.19
H  -1.433  0.434  -0.672  0.24
H  -2.003  -0.615  2.207  0.22
H  -1.856  1.033  1.585  0.26
H  -4.261  -0.294  2.220  0.22
H  -4.122  1.183  1.243  0.24
H  -5.402  -0.855  0.381  0.43
H  -4.438  -0.021  -0.663  0.44
H  -4.327  -2.536  -0.810  0.23
H  -3.569  -2.469  0.839  0.23
H  -1.740  -2.525  -0.775  0.24
H  -2.505  -1.269  -1.782  0.22
C  2.733  3.796  -2.701  -0.63
C  1.931  4.093  -1.411  -0.01
O  1.616  2.936  -0.797  -0.99
H  2.151  3.191  -3.403  0.18
H  2.998  4.735  -3.216  0.16
H  3.665  3.270  -2.479  0.18
H  1.083  4.742  -1.745  0.06
H  2.562  4.818  -0.842  0.07

***

4.
ORCA calculation (ωB97M-V with the def2-TZVPD basis set) on C12H29F6N11O6S2Ti as an isolated structure.

The HOMO energy (alpha / beta) is -16.810 / -16.809 eV. As for the spin multiplicity: 2. Its energy above the lowest of the compared OMol25 structures with the same formula, charge and spin is 13.5 kJ/mol. Its net charge is +3. Its HOMO-LUMO gap (alpha / beta) is 7.47 / 4.03 eV.

Each line ends with the Mulliken spin population.
CARTESIAN COORDINATES (ANGSTROEM)
Ti  0.635  -0.202  0.267  -0.02
N  -0.490  -1.079  4.342  0.00
N  0.820  -0.588  4.311  0.00
C  1.423  -0.608  3.036  0.00
N  2.795  -0.621  3.031  0.00
N  0.657  -0.634  2.002  0.00
N  3.376  -1.576  -0.704  0.00
O  2.407  -0.578  -0.067  0.00
O  4.331  -1.646  -0.001  0.00
H  -0.702  -1.391  3.376  0.00
H  -1.076  -0.293  4.527  0.00
H  1.371  -1.070  5.011  0.00
H  3.354  -1.080  3.755  0.00
H  3.305  -0.537  2.113  0.00
F  -3.018  -0.614  -4.248  0.00
C  -1.967  -0.924  -3.472  0.00
F  -0.899  -1.124  -4.270  0.00
F  -2.218  -2.073  -2.847  0.00
S  -1.603  0.434  -2.188  0.00
O  -0.278  0.140  -1.554  0.00
O  -1.623  1.683  -2.826  0.00
N  -2.821  0.171  -1.191  0.00
S  -2.639  -0.410  0.295  0.00
O  -2.818  -1.820  0.382  0.00
O  -1.446  0.101  1.009  0.00
C  -3.973  0.493  1.344  0.00
F  -4.003  0.011  2.586  0.00
F  -5.166  0.289  0.824  0.00
F  -3.772  1.845  1.386  0.00
C  0.052  4.078  -2.493  -0.01
N  0.749  3.298  -1.426  0.67
C  2.086  2.923  -1.811  -0.03
C  0.409  3.042  -0.107  -0.05
N  0.851  1.941  0.555  0.05
N  -0.332  3.983  0.523  0.20
C  -0.439  5.426  0.137  -0.01
C  -0.980  3.770  1.838  0.00
H  0.118  3.419  -3.409  0.02
H  0.538  5.032  -2.728  0.03
H  -1.012  4.115  -2.263  0.01
H  2.832  3.682  -1.642  0.06
H  2.125  2.766  -2.943  0.02
H  2.403  1.995  -1.269  0.02
H  0.840  2.176  1.560  0.00
H  0.181  5.711  -0.680  0.00
H  -0.144  6.073  1.015  0.00
H  -1.519  5.593  -0.177  0.01
H  -2.079  3.637  1.782  0.01
H  -0.708  4.635  2.461  0.00
H  -0.526  2.865  2.230  0.00
N  0.917  -5.149  -1.043  0.00
C  0.425  -4.843  0.342  0.00
C  0.800  -3.399  0.716  0.00
N  0.353  -2.396  -0.233  0.00
C  0.847  -2.728  -1.535  0.00
C  0.395  -4.109  -2.047  0.00
H  0.559  -6.047  -1.309  0.00
H  1.945  -5.078  -1.107  0.00
H  0.840  -5.576  1.047  0.00
H  -0.667  -5.015  0.291  0.00
H  1.869  -3.335  0.943  0.00
H  0.360  -3.194  1.719  0.00
H  -0.649  -2.537  -0.248  0.00
H  1.963  -2.587  -1.542  0.00
H  0.458  -1.967  -2.293  0.00
H  0.875  -4.320  -2.980  0.00
H  -0.696  -4.178  -2.101  0.00

***

5.
ORCA calculation (ωB97M-V with the def2-TZVPD basis set) on C12H30AlCl2NOP as an isolated structure.

The HOMO energy (alpha / beta) is -0.856 / 0.095 eV. Its net charge is -1. Its HOMO-LUMO gap (alpha / beta) is 3.55 / 2.61 eV.

Each line ends with the natural charge from an NBO analysis.
CARTESIAN COORDINATES (ANGSTROEM)
Al  -1.464  -1.541  2.314  1.41
Cl  -2.678  -0.530  0.916  -0.60
Cl  0.370  -0.718  2.985  -0.62
H  -0.635  -2.858  1.511  -0.19
H  -1.364  -2.885  1.160  -0.21
P  0.807  0.971  -1.859  0.83
C  -0.360  1.375  -3.287  -0.50
C  1.754  2.581  -1.754  -0.51
C  2.033  -0.076  -2.850  -0.49
C  -1.757  1.627  -2.709  -0.62
H  -0.378  0.419  -3.837  0.21
C  0.012  2.477  -4.278  -0.62
H  0.029  3.471  -3.816  0.20
H  -0.766  2.493  -5.054  0.20
H  0.968  2.313  -4.782  0.20
H  -2.040  0.849  -1.989  0.24
H  -2.480  1.625  -3.537  0.19
H  -1.815  2.605  -2.208  0.20
H  1.349  -0.752  -3.389  0.21
C  2.874  -0.903  -1.876  -0.62
C  2.914  0.616  -3.888  -0.62
H  2.350  0.983  -4.750  0.20
H  3.635  -0.121  -4.264  0.20
H  3.494  1.447  -3.473  0.20
H  2.238  -1.430  -1.155  0.23
H  3.587  -0.276  -1.324  0.20
H  3.440  -1.649  -2.449  0.19
C  0.880  3.694  -1.168  -0.61
H  2.008  2.837  -2.795  0.20
C  3.042  2.449  -0.936  -0.62
H  0.052  3.983  -1.826  0.20
H  1.502  4.587  -1.006  0.20
H  0.455  3.406  -0.196  0.22
H  2.864  1.962  0.033  0.22
H  3.437  3.453  -0.730  0.20
H  3.826  1.890  -1.457  0.20
C  -4.040  -2.683  5.918  -0.39
N  -2.791  -3.395  5.626  -0.44
C  -2.265  -4.304  6.649  -0.39
C  -2.059  -3.083  4.578  0.17
O  -2.371  -2.096  3.798  -0.92
H  -4.378  -3.070  6.882  0.18
H  -4.816  -2.884  5.161  0.19
H  -3.876  -1.595  5.990  0.19
H  -2.141  -5.323  6.261  0.17
H  -1.295  -3.944  7.010  0.17
H  -2.984  -4.315  7.473  0.18
H  -1.164  -3.682  4.378  0.12

***

6.
ORCA calculation (ωB97M-V with the def2-TZVPD basis set) on C12H30AlFN3O7P as an isolated structure.

The HOMO energy is -14.938 eV. Its energy above the lowest of the compared OMol25 structures with the same formula, charge and spin is 116.1 kJ/mol. Its net charge is +2. Its HOMO-LUMO gap is 2.72 eV.

Each line ends with the natural charge from an NBO analysis.
CARTESIAN COORDINATES (ANGSTROEM)
Al  -0.338  -24.245  11.201  1.30
F  -3.069  -24.857  10.833  -0.56
O  -0.728  -25.375  13.804  -1.08
P  -1.109  -25.653  15.209  2.38
N  -2.701  -26.204  15.499  -0.53
C  -3.368  -26.204  16.814  -0.44
C  -3.346  -27.031  14.482  -0.44
N  -0.976  -24.378  16.282  -0.76
C  -2.000  -23.260  16.137  -0.42
C  0.259  -24.060  16.980  -0.41
N  -0.142  -26.910  15.855  -0.57
C  0.084  -28.024  14.955  -0.44
C  -0.436  -27.415  17.179  -0.45
H  -3.655  -27.231  17.053  0.25
H  -4.296  -25.629  16.774  0.27
H  -2.680  -25.832  17.565  0.24
H  -4.360  -27.264  14.796  0.25
H  -2.760  -27.932  14.257  0.25
H  -3.343  -26.475  13.538  0.29
H  -2.994  -23.600  15.859  0.22
H  -2.048  -22.830  17.138  0.23
H  -1.653  -22.458  15.486  0.24
H  1.081  -23.834  16.300  0.22
H  0.060  -23.229  17.654  0.23
H  0.446  -24.914  17.631  0.22
H  -0.857  -28.538  14.726  0.22
H  0.533  -27.659  14.031  0.25
H  0.789  -28.734  15.387  0.26
H  -1.323  -28.056  17.219  0.22
H  -0.750  -26.616  17.853  0.22
H  0.433  -27.888  17.634  0.26
C  0.441  -20.170  15.945  -0.26
O  0.103  -20.654  14.655  -0.50
C  0.836  -21.470  13.916  1.03
O  0.359  -22.048  12.964  -0.69
O  2.062  -21.519  14.384  -0.49
C  3.078  -22.320  13.834  -0.28
H  1.333  -19.553  16.032  0.22
H  0.577  -21.029  16.608  0.17
H  -0.387  -19.647  16.417  0.22
H  3.977  -22.100  14.409  0.22
H  3.300  -21.967  12.824  0.21
H  3.050  -23.411  13.784  0.19
C  -2.645  -25.237  7.736  -0.26
O  -1.802  -26.336  7.324  -0.45
C  -0.704  -26.544  7.979  1.03
O  -0.178  -25.858  8.846  -0.75
O  -0.185  -27.702  7.551  -0.47
C  1.060  -28.139  8.036  -0.26
H  -3.060  -24.788  6.833  0.21
H  -2.096  -24.398  8.158  0.19
H  -3.468  -25.607  8.339  0.22
H  0.865  -28.812  8.876  0.18
H  1.593  -27.300  8.488  0.19
H  1.712  -28.676  7.354  0.22

***

| no. | largest force on an atom (eV/A) |
| --- | --- |
| 1 | 1.3 |
| 2 | 0.2 |
| 3 | 2.1 |
| 4 | 5.2 |
| 5 | 4.7 |
| 6 | 2.4 |